DFT (the ωB97M-V functional and the def2-TZVPD basis) results for the molecule C7H14.

Each line ends with the natural charge from an NBO analysis.
Geometry (Å):
C 1.65735 -0.93255 0.94772  -0.617
C 1.10399 -0.61505 -0.45406  -0.397
C 0.07707 0.50852 -0.45468  -0.048
C 0.67847 1.88926 -0.26913  -0.596
C -1.11572 0.39708 -1.36624  -0.420
C -1.29295 0.26000 0.12536  -0.224
C -1.70403 -1.06145 0.73502  -0.608
H 2.74546 -1.04470 0.95450  0.210
H 1.40567 -0.13905 1.65813  0.206
H 1.23299 -1.85774 1.34919  0.208
H 1.91755 -0.32396 -1.13070  0.206
H 0.67004 -1.51848 -0.89801  0.204
H 1.30536 2.15903 -1.12869  0.206
H 1.30626 1.93585 0.62933  0.207
H -0.09874 2.65516 -0.16719  0.208
H -1.48343 1.29399 -1.85978  0.213
H -1.21107 -0.50609 -1.96676  0.209
H -1.73998 1.12336 0.61775  0.208
H -1.43197 -1.12277 1.79562  0.209
H -1.23331 -1.90642 0.22203  0.204
H -2.78900 -1.19401 0.66060  0.212

Computed properties:
- Net charge: 0
- M: 98.19 g mol⁻¹
- Energy above the lowest of the compared OMol25 structures with the same formula, charge and spin: 0.788 eV
- HOMO: -0.3548 Ha
- Gap between HOMO and LUMO: 0.3966 Ha